8
Properties=species:S:1:pos:R:3:forces:R:3:lowdin_charge:R:1 method="wB97M-V/def2-TZVPD" homo_lumo_gap_ev="8.363 / 8.203" e_homo_ev="-11.83 / -11.64" lumo_ha="-0.1274 / -0.1265" spin_multiplicity=1
C 0.3141 -0.3582 1.8224 -0.927 -0.286 -4.618 -0.08
N 0.4976 -0.2972 2.9374 0.498 0.161 2.952 0.03
N -0.3326 -0.6577 -0.2919 -1.344 -4.546 4.527 0.01
N 0.6282 0.1056 -0.8759 0.981 2.479 -1.461 -0.45
O 1.7640 -0.2972 -0.8875 -1.230 0.207 0.188 0.15
O 0.1610 1.1121 -1.3914 0.399 0.684 -0.680 0.08
O -1.5719 -0.2732 -0.3538 1.919 3.391 -2.714 0.04
H -1.4605 0.6658 -0.9593 -0.296 -2.091 1.806 0.22


64
Properties=species:S:1:pos:R:3:forces:R:3:lowdin_charge:R:1 method="wB97M-V/def2-TZVPD" homo_lumo_gap_ev=6.550 total_charge=-2 e_homo_ev=-1.92 lumo_ha=0.1700 spin_multiplicity=1
Sn -0.6709 -0.4477 -0.2722 -0.072 -0.302 0.188 1.45
C -1.9837 -1.7139 -3.8435 -0.172 -0.002 0.064 -0.07
O -2.5800 -3.0000 -3.6605 0.219 -0.084 -0.041 -0.11
C -2.9848 -3.3465 -2.3930 -0.147 0.050 0.005 -0.23
C -4.1997 -3.9917 -2.2996 -0.013 0.043 0.032 -0.04
C -4.7115 -4.4192 -1.0710 0.022 0.003 -0.006 -0.14
C -3.9881 -4.1432 0.0714 0.001 -0.008 -0.025 -0.10
C -2.7660 -3.4701 0.0105 0.055 0.037 0.108 -0.16
C -2.0266 -3.2401 1.2559 -0.080 -0.067 -0.094 -0.10
N -1.2678 -2.2356 1.4225 0.015 -0.015 -0.020 -0.08
N -0.5207 -2.1880 2.5901 -0.090 0.086 -0.102 0.07
C 0.5552 -1.4862 2.3659 0.142 -0.054 0.127 -0.47
O 0.9223 -0.9748 1.2456 -0.069 0.120 -0.074 -0.23
C 1.4734 -1.2792 3.5348 -0.037 -0.008 -0.050 -0.13
C 2.5794 -0.4511 3.3866 0.001 0.046 0.003 -0.02
C 3.4415 -0.2349 4.4539 -0.018 -0.018 -0.011 -0.09
C 3.2036 -0.8435 5.6782 -0.014 0.002 -0.021 -0.12
C 2.0922 -1.6654 5.8325 -0.006 0.008 -0.021 -0.11
C 1.2307 -1.8798 4.7678 0.035 -0.040 0.005 -0.04
C -2.1693 -3.1106 -1.2391 0.114 -0.073 0.024 -0.36
O -0.9735 -2.6423 -1.3408 -0.045 0.145 -0.135 -0.25
H -2.0069 -1.5332 -4.9182 0.012 0.013 0.007 0.08
H -0.9641 -1.6833 -3.4709 0.052 -0.026 0.014 0.06
H -2.5644 -0.9354 -3.3401 0.013 -0.010 0.024 0.10
H -4.7531 -4.1486 -3.2191 0.005 -0.004 -0.003 0.10
H -5.6639 -4.9322 -1.0199 -0.004 0.005 -0.002 0.08
H -4.3677 -4.4405 1.0446 0.002 -0.001 -0.001 0.09
H -2.0978 -3.9822 2.0572 -0.028 0.018 0.016 0.12
H 2.7270 0.0372 2.4324 0.006 0.004 0.007 0.11
H 4.2953 0.4206 4.3301 -0.006 0.007 0.000 0.09
H 3.8734 -0.6705 6.5129 0.003 -0.004 0.000 0.08
H 1.8947 -2.1355 6.7893 0.001 -0.002 0.000 0.09
H 0.3581 -2.5109 4.8678 -0.001 0.002 0.005 0.10
O 0.6803 1.6873 0.1767 0.052 0.046 0.129 -0.48
S -0.1586 2.3011 1.2142 0.038 -0.099 -0.222 0.43
O 0.5635 2.6934 2.4052 0.021 0.053 0.025 -0.33
O -1.3341 1.4698 1.4797 -0.018 0.025 0.033 -0.40
C -0.6935 3.8649 0.4744 0.092 0.055 -0.177 -0.20
C -0.6561 4.9478 1.3491 -0.021 -0.044 -0.031 -0.08
C -0.9071 6.2377 0.9122 0.004 0.031 0.028 -0.11
C -1.1800 6.4614 -0.4262 -0.013 0.037 -0.025 -0.10
C -1.2348 5.3910 -1.3040 -0.032 -0.049 0.061 -0.08
C -1.0074 4.0837 -0.8798 -0.079 0.022 0.125 -0.19
S -1.2335 2.8267 -2.1813 0.122 -0.023 0.320 0.41
O -2.1011 3.4822 -3.1462 -0.010 0.051 -0.064 -0.36
O 0.0976 2.5379 -2.6902 0.000 0.001 -0.051 -0.37
O -1.8729 1.7188 -1.4813 -0.045 0.045 -0.216 -0.46
H -0.3970 4.7507 2.3799 0.007 0.018 -0.004 0.10
H -0.8719 7.0640 1.6133 0.000 -0.011 0.008 0.09
H -1.3625 7.4676 -0.7873 -0.002 -0.008 -0.015 0.09
H -1.4859 5.5391 -2.3452 -0.003 0.004 0.001 0.10
C 2.7116 -0.5224 -3.8489 -0.047 0.002 -0.085 -0.34
As 2.0600 -0.1241 -2.0426 0.023 -0.017 0.201 1.06
C 3.3063 -1.3095 -1.0943 -0.009 -0.005 0.022 -0.32
C 3.0406 1.5435 -1.7968 -0.032 0.028 -0.018 -0.32
H 3.7955 -0.3973 -3.8898 0.007 -0.013 -0.040 0.01
H 2.2352 0.1587 -4.5541 0.017 0.005 -0.002 0.01
H 2.4482 -1.5457 -4.1175 0.009 -0.002 0.001 0.01
H 4.3425 -1.0525 -1.3252 0.010 -0.022 0.000 0.01
H 3.1072 -2.3426 -1.3828 0.001 0.004 -0.005 0.02
H 3.1185 -1.2173 -0.0246 0.018 0.018 -0.010 0.00
H 4.1075 1.3800 -1.9669 0.005 0.008 -0.025 0.01
H 2.8562 1.9051 -0.7876 0.005 -0.026 -0.003 0.01
H 2.6393 2.2774 -2.4942 -0.016 -0.004 0.016 0.01


95
Properties=species:S:1:pos:R:3:forces:R:3:lowdin_charge:R:1 method="wB97M-V/def2-TZVPD" homo_lumo_gap_ev="3.831 / 3.857" total_charge=-1 e_homo_ev="-2.08 / -2.11" lumo_ha="0.0643 / 0.0643" spin_multiplicity=1
Sn 0.2272 0.9967 -0.9205 -0.818 -1.631 -0.501 0.23
S -1.7424 -0.1836 -1.7948 -2.380 -0.588 1.340 0.62
C -1.7624 1.1540 -2.7917 -2.229 -0.419 -3.448 -1.19
S -0.9519 2.5475 -2.3629 -0.597 1.553 -0.200 0.65
C -2.5167 1.1035 -4.0865 0.236 0.108 0.470 -0.43
C -1.7964 0.9619 -5.2920 -0.915 0.230 0.484 -0.33
N -1.2454 0.8442 -6.3078 0.386 -0.084 -0.180 0.05
C -3.9250 1.1995 -4.0619 0.785 -0.202 -0.587 -0.32
N -5.0833 1.2766 -4.0900 -0.313 0.051 0.221 0.05
C -2.1888 -1.6465 1.3248 -0.372 -0.280 -0.418 -0.29
As -0.9601 -0.1153 1.1168 -0.876 -0.661 3.013 1.05
C 0.2957 -0.7737 2.4936 0.476 -0.101 0.367 -0.31
C -2.0706 1.1349 2.2217 -0.083 0.296 0.106 -0.31
C -1.5570 2.5339 2.7458 -0.161 -0.071 -0.062 -0.62
C -2.7489 3.0838 3.5645 -0.433 0.048 -0.081 -0.09
C -1.2778 3.5613 1.5909 -0.375 -0.350 0.272 -0.28
As 0.1915 3.2065 0.2764 -0.704 3.745 2.103 1.07
C 1.7650 3.9424 1.2176 -0.770 1.998 1.930 -0.34
C -0.1123 4.8504 -0.7717 -0.145 0.473 -0.226 -0.33
C -0.3209 2.3197 3.6687 -0.274 0.046 -0.232 -0.38
As 0.4432 3.6896 4.9486 -0.272 -0.102 -0.174 1.11
C -0.9324 3.6817 6.3726 -0.207 -0.070 0.330 -0.37
C -0.0061 5.4863 4.2513 -0.093 0.398 -0.074 -0.36
H -3.1286 -1.4476 0.7715 0.617 -0.120 0.229 0.03
H -2.4230 -1.8097 2.3976 0.280 0.230 -0.543 0.03
H -1.7074 -2.5599 0.9188 -0.251 0.563 0.151 0.03
H -0.2346 -0.9683 3.4467 0.300 0.117 -0.430 0.03
H 1.1142 -0.0464 2.6562 -0.428 -0.396 -0.041 0.01
H 0.7568 -1.7156 2.1322 -0.345 0.478 0.128 0.03
H -2.3791 0.5311 3.1036 0.150 0.347 -0.424 0.08
H -2.9823 1.3050 1.6118 0.443 -0.085 0.237 0.09
H -3.6605 3.1594 2.9337 0.509 -0.178 0.278 0.09
H -2.5632 4.0998 3.9371 0.073 -0.290 -0.020 0.05
H -2.9846 2.4207 4.4242 0.166 0.375 -0.454 0.09
H -1.0898 4.5681 2.0029 -0.009 -0.441 -0.080 0.06
H -2.2057 3.6417 0.9852 0.561 -0.103 0.117 0.10
H 1.5741 4.9795 1.5415 -0.330 -0.396 0.266 0.03
H 2.6177 3.9608 0.5082 -2.718 2.002 3.598 -0.08
H 2.0520 3.3167 2.0834 -0.125 0.414 -0.202 0.04
H -0.1466 5.7343 -0.1008 0.184 -0.557 -0.189 0.04
H -1.0760 4.7676 -1.3134 0.748 0.066 0.368 -0.01
H 0.7108 4.9777 -1.5045 -0.510 -0.086 0.345 0.04
H 0.5144 2.0187 3.0183 -0.093 0.081 0.351 0.02
H -0.5217 1.4539 4.3352 0.128 0.412 -0.275 0.07
H -0.9739 2.6744 6.8346 0.018 0.576 -0.218 0.02
H -1.9359 3.9560 6.0116 0.426 -0.160 0.106 0.00
H -0.6415 4.4181 7.1489 -0.035 -0.454 -0.402 0.02
H 0.5574 5.6977 3.3288 -0.260 -0.108 0.368 -0.01
H 0.3035 6.2334 5.0108 -0.089 -0.503 -0.322 0.02
H -1.0836 5.6286 4.0702 0.419 -0.088 0.010 0.01
C -2.1896 -6.8242 1.2275 -0.134 0.007 0.133 -0.07
C -1.5625 -6.5124 -0.0986 0.031 0.189 -0.146 -0.30
C -1.8858 -5.3415 -0.7898 0.565 -0.435 -0.422 -0.03
C -1.2824 -5.0504 -2.0178 -0.267 0.101 0.247 0.00
C -0.3307 -5.9134 -2.5630 0.017 -0.045 0.083 -0.24
N 0.3254 -5.6871 -3.7908 0.076 -0.938 1.125 0.13
C 0.3233 -4.6050 -4.6068 0.115 0.527 -2.042 -0.55
O 0.3748 -4.7760 -5.8271 -0.025 -0.217 0.354 0.03
N 0.2684 -3.3388 -4.1270 -0.167 0.643 0.564 0.15
C 0.8300 -2.7778 -2.9606 -0.424 1.711 0.524 -0.24
C 1.7291 -3.4355 -2.1244 0.678 -1.821 -0.424 -0.08
C 2.2304 -2.7857 -0.9966 -0.653 1.328 0.852 -0.09
C 1.8253 -1.4855 -0.7480 -1.775 -3.694 1.228 -0.36
N 0.9775 -0.8032 -1.5448 1.635 -1.791 0.598 -0.23
C 0.5113 -1.4608 -2.6334 -0.402 -1.483 -2.334 -0.17
C -0.0307 -7.1007 -1.8872 -0.199 -0.037 0.651 -0.03
C -0.6332 -7.3936 -0.6600 -0.021 0.480 -0.585 -0.05
H -2.9469 -6.0811 1.4982 0.131 -0.097 -0.053 0.07
H -1.4259 -6.8294 2.0118 -0.155 -0.104 0.026 0.08
H -2.6793 -7.8027 1.1942 0.085 0.067 0.160 0.08
H -2.6150 -4.6441 -0.3830 0.087 -0.138 -0.063 0.11
H -1.5937 -4.1491 -2.5349 0.229 -0.049 -0.031 0.12
H 0.6445 -6.5196 -4.2710 -0.213 0.253 0.013 0.15
H -0.0089 -2.6775 -4.8426 0.154 -0.077 0.053 0.16
H 2.0719 -4.4426 -2.3348 -0.143 0.089 -0.068 0.09
H 2.9258 -3.2849 -0.3311 -0.048 0.083 0.010 0.10
H 2.1883 -0.9413 0.1192 -1.859 -0.966 1.098 0.06
H -0.1690 -0.8764 -3.2466 0.467 -0.438 -0.257 0.06
H 0.6931 -7.8026 -2.2934 -0.032 0.153 -0.063 0.11
H -0.3697 -8.3137 -0.1428 -0.065 0.115 -0.056 0.11
C 3.3383 2.8346 -0.2469 2.648 -2.113 -2.104 -0.27
As 3.2083 1.6356 -1.8005 1.227 -1.039 -0.076 1.09
C 4.0906 2.3316 -3.4145 0.350 0.207 0.191 -0.20
C 3.6570 -0.2361 -1.3967 2.851 1.713 -0.923 -0.20
O 1.6073 1.6103 -2.1767 1.281 1.911 -2.475 -0.66
H 4.3977 2.9076 0.0737 -0.505 0.098 -0.102 0.08
H 2.7268 2.4290 0.5851 1.136 -0.724 -1.568 -0.01
H 2.9653 3.8416 -0.5250 1.327 -1.468 -2.122 0.05
H 5.1854 2.3810 -3.2430 -0.599 -0.020 -0.133 0.03
H 3.7046 3.3473 -3.6379 0.145 -0.652 0.171 0.04
H 3.8799 1.6580 -4.2704 -0.024 0.337 0.674 0.05
H 4.7314 -0.3076 -1.1302 -0.322 0.039 -0.218 0.05
H 3.4539 -0.8653 -2.2875 0.122 0.642 0.450 0.08
H 3.0400 -0.5886 -0.5448 2.486 1.647 -1.519 -0.04
H 1.6276 0.8245 0.1161 0.491 -0.076 1.174 -0.05


10
Properties=species:S:1:pos:R:3:forces:R:3:lowdin_charge:R:1 method="wB97M-V/def2-TZVPD" homo_lumo_gap_ev=7.327 e_homo_ev=-8.91 lumo_ha=-0.0582 spin_multiplicity=1
C 0.5594 -1.6371 -1.3586 -0.081 -1.960 -1.957 -0.18
N 0.6520 0.1200 0.0094 -1.759 0.689 1.238 0.03
N -0.0439 -0.8452 -0.3503 -0.350 1.169 1.431 -0.16
O -0.2366 2.4308 2.9118 1.078 0.009 1.155 -0.42
O -1.7934 1.9507 1.1180 1.010 2.466 1.376 -0.46
S -1.1330 2.9719 1.9665 -2.142 -2.329 -2.479 0.90
H 0.0350 -1.2514 -2.2915 1.499 -0.190 0.599 0.10
H 1.6515 -1.7569 -1.2836 -0.119 1.166 -0.594 0.07
H 0.2859 -2.7246 -1.4326 -0.647 0.936 0.958 0.07
H 0.0230 0.7417 0.7109 1.511 -1.956 -1.728 0.05


| no. | electronic energy (eV) |
| --- | --- |
| 1 | -11656.0008 |
| 2 | -135044.4096 |
| 3 | -315348.5337 |
| 4 | -19009.5427 |